## 1
Here is C6H9NO as an isolated structure from OMol25. Energies are from wB97M-V/def2-TZVPD.

Structure (ORCA input):
```
! RIJCOSX wB97M-V def2-TZVPD def2/J DEFGRID3
* xyz 0 1
C -1.73377 -0.09924 -0.24165
C 0.30836 1.04735 0.46474
C 1.45768 0.65560 -0.51777
C 1.20625 -0.79824 -0.09845
C -0.76540 -1.15915 0.30265
C 0.31637 -0.32499 1.07270
H -1.95750 -0.28014 -1.27286
H -2.69609 -0.09441 0.31018
H 0.52901 1.97997 1.02482
H 2.45319 1.01978 -0.32503
H 1.21852 0.76419 -1.56950
H 2.09248 -1.38795 0.01987
H -1.16601 -2.05123 0.81817
H 0.54360 -0.66899 2.10055
H -0.92523 1.61952 -1.09904
N -1.04606 1.17249 -0.21127
O 0.16460 -1.39455 -0.77810
*
```

As for the LUMO energy: 0.04069 Ha. For the highest occupied orbital energy, the calculation gives -8.56 eV.



## 2
Here is one molecule with the formula C6H9NO from OMol25. Energies are from wB97M-V/def2-TZVPD.

Structure (ORCA input):
```
! RIJCOSX wB97M-V def2-TZVPD def2/J DEFGRID3
* xyz 0 1
C 1.39676 -1.14513 -1.16372
C 0.38170 -0.02236 -1.65538
C 0.31579 0.92263 -0.51466
C -0.08567 1.02197 0.75419
N -0.86794 0.55161 1.69297
C -1.90744 -0.43154 1.38231
C 1.08734 1.76466 0.31466
O 1.98882 2.53314 0.59780
H 2.43031 -0.93944 -1.35004
H 1.25385 -2.07942 -1.73583
H 1.06149 -1.51876 -0.20171
H -0.66197 -0.45668 -1.81883
H 0.97270 0.45554 -2.54822
H -0.89710 1.16922 2.46818
H -1.84721 -0.47319 0.21511
H -1.77658 -1.29759 1.96551
H -2.84486 -0.05466 1.59767
*
```

As for the LUMO energy: 0.02435 Ha. For the highest occupied orbital energy, the calculation gives -8.54 eV. As for the SMILES: CCc1c(NC)c1=O.



## 3
Here is one molecule with the formula C6H9NO from OMol25. Energies are from wB97M-V/def2-TZVPD.

Structure (ORCA input):
```
! RIJCOSX wB97M-V def2-TZVPD def2/J DEFGRID3
* xyz 0 1
C -2.81463 -1.13600 -0.79715
C -1.31228 -0.83072 -0.64148
C -0.80974 0.08162 0.20043
N 0.58235 0.41066 0.25846
C 1.31984 1.27103 1.13801
C 2.63252 0.78368 0.45192
C 1.61843 -0.05277 -0.41457
O 1.68765 -0.89034 -1.30457
H -3.10135 -1.29883 -1.93803
H -3.51216 -0.39348 -0.24153
H -2.99131 -2.15405 -0.37596
H -0.70713 -1.32302 -1.36544
H -1.39539 0.75519 0.88835
H 0.98137 2.33157 1.02584
H 1.21318 0.96865 2.14300
H 3.18832 0.10803 1.11303
H 3.42032 1.36877 -0.14031
*
```

As for the LUMO energy: 0.03351 Ha. For the highest occupied orbital energy, the calculation gives -8.59 eV. As for the SMILES: C/C=C/N1CCC1=O.



What should be chosen as the least stable of them? Choose 2.



## 1
Here is one molecule with the formula C6H9NO from OMol25. Energies are from wB97M-V/def2-TZVPD.

Structure (ORCA input):
```
! RIJCOSX wB97M-V def2-TZVPD def2/J DEFGRID3
* xyz 0 1
O -1.12684 2.30344 0.12949
C -1.42389 1.01075 0.09086
C -1.14117 0.57789 -1.28307
C -0.01865 -0.15456 -1.45751
C 0.49766 -0.67557 -0.05571
C 2.00735 -0.78979 0.35148
N 1.32327 -2.02772 0.02871
C -0.44874 -0.03192 0.82847
H -0.04669 2.60699 0.17238
H -2.32752 0.97725 0.68019
H -2.03552 0.56386 -2.00707
H 0.52834 -0.76762 -2.15636
H 2.32471 -0.59489 1.33555
H 2.37391 -0.64979 -0.59556
H 0.79958 -2.33492 0.94320
H -1.28532 -0.69014 1.30013
H -0.00048 0.67673 1.69482
*
```

As for the LUMO energy: 0.02947 Ha. For the highest occupied orbital energy, the calculation gives -8.78 eV. As for the SMILES: O[C@H]1C=C[C@@]2(CN2)C1.



## 2
Here is one molecule with the formula C6H9NO from OMol25. Energies are from wB97M-V/def2-TZVPD.

Structure (ORCA input):
```
! RIJCOSX wB97M-V def2-TZVPD def2/J DEFGRID3
* xyz 0 1
C -1.42202 -0.06590 -1.27603
C 0.21008 1.22135 0.15792
C 1.32809 -0.00384 0.31551
C 0.81933 -1.04937 -0.51943
C -0.66231 -0.95840 -0.15024
C -0.34657 0.11729 1.19873
H -2.50822 0.16440 -1.17761
H -1.29027 -0.62349 -2.31499
H -0.21101 1.40542 -1.89552
H 0.40291 2.29487 0.25599
H 2.42979 0.20614 0.35592
H 1.05469 -0.90116 -1.55964
H 1.08089 -2.10289 -0.25812
H -1.18572 -1.82639 0.17120
H -1.28367 0.07496 1.81573
N -0.66871 1.14614 -1.07209
O 0.82900 -0.28519 1.71911
*
```

As for the LUMO energy: 0.03745 Ha. For the highest occupied orbital energy, the calculation gives -8.50 eV.



## 3
Here is one molecule with the formula C6H9NO from OMol25. Energies are from wB97M-V/def2-TZVPD.

Structure (ORCA input):
```
! RIJCOSX wB97M-V def2-TZVPD def2/J DEFGRID3
* xyz 0 1
O 2.01376 -1.27950 -0.01299
C 0.90231 -0.40083 0.08752
C 0.22175 0.64640 1.16389
C -0.64282 0.98029 -0.12942
C 0.50265 0.88404 -0.87308
C -1.42013 -0.23486 -0.55128
N -1.64518 -1.41505 0.31722
C -0.25830 -1.22650 -0.23970
H 2.90826 -0.61831 -0.15811
H -0.52500 0.31898 1.95298
H 0.78819 1.50121 1.67234
H -0.94185 2.00152 0.22519
H 0.67794 0.85864 -1.87053
H 1.11363 1.63529 -0.53232
H -2.32335 -0.43902 -1.32811
H -1.47155 -1.41657 1.25963
H 0.09968 -1.79573 -0.98322
*
```

As for the LUMO energy: 0.02268 Ha. For the highest occupied orbital energy, the calculation gives -9.20 eV. As for the SMILES: O[C@]12C[C@H](C1)[C@@H]1N[C@@H]12.



What should be chosen as the least stable of them? Choose 3.



## 1
Here is one molecule with the formula C6H9NO from OMol25. Energies are from wB97M-V/def2-TZVPD.

Structure (ORCA input):
```
! RIJCOSX wB97M-V def2-TZVPD def2/J DEFGRID3
* xyz 0 1
C -0.87866 1.55632 -1.41691
C -0.33611 1.39568 0.03652
C -0.13656 -0.10805 0.09784
C -1.44404 -0.95461 -0.06716
O -2.39277 -0.70099 0.61599
N 1.05260 -0.46891 -0.82310
C 1.20370 -0.82254 0.34809
C 1.95426 -1.44965 1.38443
H -0.25394 1.05056 -2.16962
H -1.14024 2.59110 -1.70205
H -1.83853 1.05125 -1.37235
H -1.18118 1.66663 0.76436
H 0.40958 2.03594 0.18481
H -1.31567 -1.62555 -0.91413
H 1.39157 -2.43030 1.64980
H 2.04060 -0.91267 2.32028
H 2.86540 -1.87421 1.06321
*
```

As for the LUMO energy: 0.02930 Ha. For the highest occupied orbital energy, the calculation gives -9.24 eV. As for the SMILES: CC[C@@]1(C=O)N=C1C.



## 2
Here is one molecule with the formula C6H9NO from OMol25. Energies are from wB97M-V/def2-TZVPD.

Structure (ORCA input):
```
! RIJCOSX wB97M-V def2-TZVPD def2/J DEFGRID3
* xyz 0 1
C 1.59710 -0.61520 -0.36868
N 1.34083 0.76581 -0.28219
C 0.01224 1.03065 0.33020
C -1.30378 0.97974 -0.60365
C -1.54218 -0.30645 -0.00657
O -0.87214 -1.17739 -0.86572
C 0.31162 -1.31034 0.33059
C -0.51124 -0.30961 1.09756
H 1.39517 -0.51459 -1.52210
H 2.72848 -0.90952 -0.08065
H 2.22622 1.44808 0.16887
H 0.03273 2.03652 0.91148
H -1.96001 1.91390 -0.52373
H -0.69496 0.54770 -1.58351
H -2.64223 -0.75627 0.34468
H 0.38817 -2.33635 0.54091
H -0.50601 -0.48667 2.11250
*
```

As for the LUMO energy: 0.02992 Ha. For the highest occupied orbital energy, the calculation gives -8.29 eV. As for the SMILES: C1N[C@H]2C[C@H]3O[C@@H]1[C@@H]23.



What should be chosen as the least stable of them? Choose 2.



## 1
Here is one molecule with the formula C3H9NOS from OMol25. Energies are from wB97M-V/def2-TZVPD.

Structure (ORCA input):
```
! RIJCOSX wB97M-V def2-TZVPD def2/J DEFGRID3
* xyz 0 1
C 0.76555 -0.04712 -1.82619
S 0.94161 -0.06705 -0.18849
C 0.92466 1.55955 0.55887
O 2.14228 -0.76520 0.18208
N -0.39586 -0.69981 0.90977
C -1.74167 -0.89118 0.42745
H 1.21352 -0.92951 -2.19156
H -0.21721 0.31362 -2.18379
H 1.79004 1.68871 1.23547
H 0.93569 2.21968 -0.30603
H -0.06344 1.78395 1.15348
H 0.07909 -1.44860 1.40537
H -2.00510 -1.94809 0.20468
H -2.49686 -0.34623 1.08664
H -1.87230 -0.42274 -0.46776
*
```

As for the LUMO energy: 0.03111 Ha. For the highest occupied orbital energy, the calculation gives -8.32 eV. As for the SMILES: C=[S@](C)(=O)NC.



## 2
Here is C3H9NOS as an isolated structure from OMol25. Energies are from wB97M-V/def2-TZVPD.

Structure (ORCA input):
```
! RIJCOSX wB97M-V def2-TZVPD def2/J DEFGRID3
* xyz 0 1
C -0.65262 0.97024 -1.06852
C 0.99786 -1.14428 -0.42289
C 0.23521 0.18115 -0.06588
N 0.12350 -0.53719 2.57876
O -2.02423 -0.91059 1.17913
S -0.78553 -0.11366 1.43766
H -0.15871 0.95976 -1.98943
H -1.56810 0.54432 -1.31742
H -0.84096 1.96151 -0.72654
H 0.17874 -1.99359 -0.52196
H 1.67130 -1.38335 0.47762
H 1.82930 -1.00902 -1.17804
H 1.06570 1.13106 0.45325
H -0.10083 -1.52309 2.96280
H -1.27339 1.15578 1.76885
*
```

As for the LUMO energy: 0.01969 Ha. For the highest occupied orbital energy, the calculation gives -9.40 eV.



What should be chosen as the least stable of them? Choose 1.